A structure of composition C17H23N3O4S at a distorted geometry. Source: OMol25; level of theory: wB97M-V/def2-TZVPD.

XYZ file:
```
48
Properties=species:S:1:pos:R:3:forces:R:3:nbo_charge:R:1
S -0.16822 1.97243 -0.55030 -4.1 1.9 -10.9 2.20
O 2.28117 1.15233 1.90634 3.8 -0.2 -12.9 -0.40
O -0.54515 1.52202 -2.06442 1.6 0.4 5.9 -0.96
O -0.98667 3.15352 -0.25083 1.9 -0.7 1.0 -0.93
O 1.77579 -0.37458 -0.88115 -0.1 -2.1 -0.2 -0.67
N -1.09246 -0.23821 2.39088 2.0 -2.1 -3.1 -0.59
N 0.12035 -1.81543 -1.62387 2.7 -2.3 1.1 -0.37
N 1.46830 2.29800 -0.75453 -9.1 13.2 0.9 -0.70
C -2.00331 -1.55490 -2.64194 3.8 3.4 1.2 -0.41
C 0.76282 -1.09506 -0.69688 1.0 2.2 -3.0 0.64
C -1.02254 0.98020 1.64845 -4.7 -2.4 9.6 0.28
C -1.76622 1.98604 2.43291 -3.1 2.6 -0.6 -0.68
C 0.78910 -2.29247 -2.76424 -2.6 6.1 -2.9 -0.24
C -0.52452 0.78119 0.51666 3.9 -4.0 -4.9 -0.51
C 1.80303 2.45006 1.68126 2.2 -2.1 -4.7 0.19
C -0.40401 -1.29338 1.45139 -2.9 2.2 5.2 0.24
C -0.17951 -2.62928 1.96386 0.3 -0.3 -6.8 -0.64
C -0.05886 -0.69995 0.35581 -1.9 4.6 2.2 -0.15
C 2.35282 0.70693 3.00427 -4.1 -2.2 10.5 0.18
C -1.14977 -2.34583 -1.50491 -4.3 5.9 1.2 -0.22
C 1.51980 1.62383 3.82194 3.3 -4.4 0.6 -0.39
C 0.12381 -1.29301 -3.98578 -4.6 -3.2 7.5 -0.36
C 1.81974 3.21074 0.24263 3.5 -2.6 3.7 -0.25
C -1.31642 -1.67787 -4.06689 -3.0 -3.8 2.7 -0.40
C 1.41156 2.56825 2.86057 -4.2 6.1 6.4 -0.31
H -1.82508 2.88122 1.69880 -0.3 -1.0 1.9 0.28
H 1.24965 4.12232 0.32152 -0.2 0.0 -0.3 0.26
H 1.62101 -1.75345 -2.71899 4.5 1.4 0.1 0.23
H -1.54738 -0.39655 3.32985 0.9 0.4 -1.9 0.43
H 0.53369 -1.59469 -4.74595 4.8 -2.3 -8.4 0.18
H 0.49036 -3.03970 1.12339 -0.7 0.0 1.3 0.22
H -1.59326 -2.81293 -4.32007 1.4 2.0 0.0 0.17
H 1.73315 1.51026 -0.82738 6.5 -13.4 -1.0 0.38
H 0.36628 -2.58467 2.76687 2.6 -0.3 4.9 0.22
H -1.51975 -2.02561 -0.46380 -0.1 -1.3 -1.8 0.22
H -1.34208 2.25963 3.42721 0.2 -0.2 -1.1 0.24
H -1.92827 -0.34199 -2.38781 0.1 -3.1 -0.2 0.24
H 1.22626 1.57291 4.89947 0.5 0.4 -1.4 0.23
H 0.97660 -3.24103 -3.07886 -0.4 -3.1 -0.1 0.21
H -1.02845 -3.22852 1.92164 -1.6 -1.1 0.6 0.23
H -3.02728 -1.68008 -2.66011 -2.1 -1.1 0.0 0.20
H -2.08289 -1.17969 -4.58896 0.0 1.3 -1.7 0.22
H 1.13104 3.47157 3.20442 -1.8 3.4 0.9 0.20
H 2.57082 -0.36765 3.28618 0.3 1.4 -1.0 0.20
H -1.10232 -3.30735 -1.73289 -0.3 -4.6 -0.5 0.18
H -2.95036 1.63562 2.75103 3.4 0.7 -1.4 0.23
H 2.88002 3.32294 0.03013 0.2 1.1 0.3 0.23
H 0.15764 -0.31814 -3.72691 0.9 3.1 0.9 0.24
```
Forces are in eV/Å.

- F_max: 0.313 Eh/bohr
- Energy above the lowest of the compared OMol25 structures with the same formula, charge and spin: 362.3 kcal per mole
- Frontier orbital gap: 8.81 eV
- Calculated total energy: -41484.1563 eV
- Net charge: 0

=====

A structure of composition C17H24AuCl5N3OTa at a distorted geometry. Source: OMol25; level of theory: wB97M-V/def2-TZVPD.

XYZ file:
```
52
Properties=species:S:1:pos:R:3:forces:R:3:nbo_charge:R:1
Au 0.03834 2.92646 1.02893 0.4 1.9 2.3 0.80
Ta -0.28091 0.28879 0.65231 -0.8 -4.0 -0.5 2.09
Cl 1.78224 1.20275 6.10107 0.0 -0.1 0.0 0.13
Cl -1.75683 -2.81239 5.15443 0.2 0.0 0.1 0.13
Cl -1.12348 -2.61043 2.09356 0.0 0.4 0.8 0.08
Cl 2.19201 1.55400 3.02387 -0.5 0.2 -0.1 0.06
Cl -0.23517 -0.94983 7.18926 0.1 0.0 -0.3 0.16
O -4.19007 -1.48786 0.97800 2.8 2.1 -0.9 -0.34
N 0.16055 1.88730 -0.63549 0.8 -0.9 -1.3 -0.76
N -2.14042 -0.18140 0.61446 -3.1 -1.5 0.2 -0.98
N 0.70275 -1.06908 -0.29360 0.4 0.8 1.5 -0.72
C 0.86943 0.24588 5.02206 -0.1 -0.2 -0.6 -0.13
C -0.34153 3.91873 -1.91131 -0.2 -0.1 -0.4 -0.62
C -0.52632 -1.39687 3.21473 0.1 0.5 0.4 -0.01
C -0.69791 -1.59256 4.60191 0.3 0.3 -0.4 -0.10
C 0.97648 0.45655 3.63218 -1.2 -0.9 0.5 0.06
C 1.58173 1.82853 -1.13888 0.4 0.5 -0.2 -0.45
C -0.77429 2.46448 -1.66657 -0.2 0.6 -0.1 0.13
C -3.22881 -0.84974 0.76962 0.9 0.1 0.6 0.99
C 0.87807 -3.47834 -0.73553 0.0 -0.1 -0.1 -0.63
C -0.99654 -2.14959 -1.66582 -0.3 -0.3 -0.4 -0.62
C 0.47571 -2.11671 -1.30686 0.0 -0.4 -0.2 0.11
C 2.07003 -1.09126 0.35634 -0.2 -0.2 -0.7 -0.45
C -2.18491 2.46627 -1.11212 -0.5 0.0 -0.3 -0.65
C 0.15591 -0.26195 2.71055 1.0 0.3 0.5 -0.59
C -0.01864 -0.74820 5.51215 0.0 0.1 -0.7 -0.04
C -0.69275 1.64642 -2.94934 0.0 -0.1 -0.3 -0.64
C 1.32278 -1.79208 -2.53407 0.0 0.0 -0.3 -0.62
H -1.33409 -1.21513 -2.13404 0.0 -0.2 0.2 0.20
H 1.96274 -3.54885 -0.60551 -0.2 -0.1 0.0 0.22
H 2.18837 -1.99748 0.96714 -0.1 0.4 -0.1 0.25
H -1.13827 -2.95364 -2.40612 -0.1 0.3 0.3 0.26
H 1.84646 0.81021 -1.45218 -0.2 0.3 0.1 0.24
H 1.06494 -0.80657 -2.94273 0.0 -0.2 0.0 0.21
H 2.83805 -1.07089 -0.43230 -0.2 0.1 0.4 0.24
H -1.61934 -2.37276 -0.79211 0.1 0.0 -0.2 0.21
H -1.12808 4.43298 -2.48033 0.3 -0.1 0.2 0.26
H 0.30047 1.71506 -3.41251 -0.3 -0.1 0.0 0.23
H -0.94456 0.59083 -2.77694 0.1 0.3 -0.1 0.22
H 2.27328 2.18979 -0.36240 -0.1 -0.3 -0.4 0.23
H 0.37406 -3.64611 0.22084 0.2 -0.1 -0.2 0.22
H 1.12604 -2.54738 -3.30887 0.2 0.3 0.2 0.25
H 2.39153 -1.81162 -2.29134 -0.2 -0.1 -0.2 0.22
H 0.58902 3.97379 -2.48363 -0.2 0.2 0.1 0.23
H -1.42495 2.05758 -3.66173 0.3 -0.2 0.2 0.26
H -2.85080 2.90840 -1.87072 0.2 -0.2 0.4 0.27
H -0.20588 4.43971 -0.95306 -0.1 0.1 -0.2 0.19
H -2.54950 1.45990 -0.87673 0.0 0.4 -0.2 0.23
H 2.23557 -0.22193 1.01221 0.0 0.0 -0.1 0.23
H 1.66283 2.48919 -2.01306 0.2 -0.3 0.5 0.25
H 0.57098 -4.25997 -1.44360 0.1 0.2 0.2 0.25
H -2.24630 3.08701 -0.20615 -0.2 -0.1 -0.1 0.21
```
Forces are in eV/Å.

- F_max: 0.079 Eh/bohr
- Energy above the lowest of the compared OMol25 structures with the same formula, charge and spin: 0.0 kcal per mole
- Frontier orbital gap: 6.14 eV
- Calculated total energy: -92375.8110 eV
- Net charge: +2

=====

A structure of composition C17H24Br2F14OSi2 at a distorted geometry. Source: OMol25; level of theory: wB97M-V/def2-TZVPD.

XYZ file:
```
60
Properties=species:S:1:pos:R:3:forces:R:3:nbo_charge:R:1
Br 3.55159 3.86346 -1.35754 0.6 -0.6 0.8 0.02
Br 4.27889 1.37005 -3.47068 0.5 -0.5 1.6 0.01
Si -0.32836 2.15435 0.99799 0.6 1.3 -0.4 1.43
Si 2.24485 1.27942 -0.08553 0.1 0.8 -0.3 2.08
F -4.31936 -4.04970 -2.55457 2.6 2.7 3.3 -0.30
F -3.04148 0.67086 2.75717 -2.1 0.0 -4.1 -0.34
F 1.15672 0.39553 -4.02868 -0.7 1.4 2.4 -0.41
F -5.97202 -2.16065 0.09952 3.8 3.1 -1.7 -0.30
F -3.00796 -0.76250 -2.08504 -3.5 -3.0 1.9 -0.32
F -5.18066 1.22086 1.87485 3.8 -2.0 -1.2 -0.35
F -5.69795 0.03495 -0.75873 2.9 -3.7 1.8 -0.31
F -1.72799 -3.01607 -3.47250 -0.8 -1.0 5.3 -0.30
F -0.98649 -2.69144 -1.15531 -3.4 -2.1 -3.3 -0.31
F -2.61027 -1.46608 0.96688 -4.2 1.6 -0.5 -0.32
F -4.66129 -1.57703 2.16669 2.2 2.1 -3.7 -0.31
F -3.65373 -3.91321 -0.26811 0.3 2.7 -4.0 -0.29
F -1.65606 -4.85031 -1.93636 -0.9 5.1 -0.4 -0.32
F -5.11082 -1.66423 -2.75419 3.3 0.0 3.8 -0.30
O 1.15419 2.62456 0.19069 -0.9 -3.1 0.9 -1.24
C 3.98442 2.09528 -0.49279 0.1 -0.8 -0.1 -0.79
C 1.88509 0.28826 4.10965 0.8 1.0 0.8 -0.64
C -3.24202 1.71712 0.35529 0.7 1.1 0.3 -0.49
C -3.53551 -3.22074 -1.56668 -0.4 -3.1 -0.7 0.59
C -1.70923 1.45501 -0.15063 0.1 -0.3 -1.4 -0.92
C 1.53062 0.23353 -1.53459 -1.6 -0.8 -1.1 -1.05
C 0.81713 1.09680 -2.73396 0.0 -0.7 -0.7 0.04
C 2.55029 0.13162 1.42757 0.8 -1.5 1.6 -0.79
C 1.48768 -1.13510 1.55252 1.0 -0.7 0.2 -0.64
C 5.13829 -0.35002 -1.08723 0.6 0.1 -0.3 -0.66
C -1.94814 -3.37357 -2.05148 2.3 -2.1 -0.6 0.94
C -4.10451 -1.69470 -1.62704 -1.2 1.1 -3.1 0.60
C 4.89241 1.21265 -1.53093 1.9 0.4 1.4 -0.26
C 2.74027 0.95233 2.87064 -0.3 0.2 -0.3 -0.41
C -3.82843 0.68187 1.46695 -0.9 1.6 1.6 0.67
C -3.97415 -0.87832 1.01484 0.0 -1.3 3.6 0.59
C -4.90402 -1.16719 -0.29929 -3.2 0.1 -0.5 0.61
H 2.41659 2.07177 2.62381 0.6 -2.3 1.1 0.21
H -1.43701 0.34502 -0.39608 -0.9 1.9 0.4 0.25
H 5.97403 -0.77223 -1.82658 -2.0 0.8 1.7 0.25
H 1.20652 2.20823 -2.83182 -0.8 -2.4 0.1 0.21
H -0.03939 1.29072 2.17196 0.0 -0.1 -0.4 -0.20
H 4.53935 2.26857 0.54419 -0.9 -0.2 -2.4 0.27
H 1.98120 1.03869 5.02938 -0.2 -1.6 -1.9 0.22
H -3.23857 2.79556 0.86900 -0.2 -2.5 -0.9 0.27
H 0.67225 -0.45311 -1.06884 1.8 1.3 -1.0 0.24
H 3.87819 0.96964 3.21112 -2.4 0.0 -0.9 0.22
H -1.60077 2.04611 -1.18303 -0.3 -1.2 2.2 0.26
H -3.90390 1.84570 -0.61203 0.9 -0.8 2.3 0.27
H 1.54122 -1.71807 0.52866 -0.5 1.2 2.1 0.22
H 5.97341 1.72033 -1.53521 -2.5 -1.1 -0.2 0.24
H -0.37357 1.03524 -2.67342 2.8 0.3 -0.1 0.18
H -0.88537 3.39843 1.58977 0.1 0.0 -0.2 -0.20
H 3.61319 -0.38158 1.24619 -2.3 1.0 0.1 0.25
H 4.18686 -1.03003 -1.11812 1.8 1.4 -0.1 0.22
H 5.57480 -0.39928 0.00905 -0.9 0.3 -2.2 0.22
H 0.73859 0.16714 3.90281 2.4 0.0 0.3 0.22
H 2.41696 -0.71230 4.46147 -1.4 2.0 -0.9 0.22
H 2.28472 -0.50461 -2.04301 -1.4 1.5 1.0 0.29
H 1.86049 -1.91581 2.37517 -0.7 1.8 -1.8 0.23
H 0.40818 -0.82180 1.87614 2.0 -0.6 -1.0 0.22
```
Forces are in eV/Å.

- F_max: 0.107 Eh/bohr
- Frontier orbital gap: 8.72 eV
- Calculated total energy: -213942.5708 eV
- Net charge: 0

=====

An isolated molecule of C17H24BrN3O3. Source: OMol25; level of theory: wB97M-V/def2-TZVPD.

XYZ file:
```
48
Properties=species:S:1:pos:R:3:forces:R:3:nbo_charge:R:1
Br 4.27555 -3.85405 -4.38221 -0.2 0.2 0.1 0.06
O -0.07225 -0.55419 3.55097 0.2 -0.3 0.3 -0.65
O -2.00103 2.08493 0.51871 -0.1 0.4 0.0 -0.67
O 0.69679 0.77960 -0.82991 0.0 0.1 0.1 -0.62
N -0.06550 1.46778 2.53157 0.2 0.5 -0.1 -0.62
N -0.99910 -0.08535 -2.02897 -0.3 0.1 -0.2 -0.62
N -1.97586 -0.13413 0.81814 -0.1 0.0 0.3 -0.43
C 1.95406 2.53472 1.72384 -0.1 -0.3 0.1 -0.62
C 1.22761 2.78512 4.12882 0.1 -0.3 -0.1 -0.61
C 1.22848 -0.93627 -2.38363 0.3 -0.1 -0.1 -0.09
C -1.95506 0.96182 0.03788 -0.1 0.0 -0.3 0.71
C -2.00897 0.08191 2.25864 0.1 0.2 0.2 -0.31
C 3.03979 -2.65964 -3.56546 0.1 -0.1 -0.1 -0.06
C -0.60397 0.29065 2.85437 -0.7 0.0 -0.1 0.67
C 1.01336 -1.39869 -3.67858 0.0 0.1 0.2 -0.19
C -1.91527 -1.52034 0.40378 0.1 -0.5 -0.2 -0.20
C 1.91794 -2.25923 -4.27283 0.1 -0.1 -0.1 -0.24
C -1.98201 0.83799 -1.49477 0.1 0.4 0.0 -0.13
C 1.27810 1.86120 2.91159 0.2 0.1 0.2 -0.05
C -3.38400 0.49327 -1.98561 0.2 0.0 0.1 -0.61
C -0.59261 -2.18422 0.77933 -0.2 0.0 -0.1 -0.63
C 0.30581 0.00762 -1.68403 0.1 -0.2 -0.3 0.66
C 2.37734 -1.33129 -1.70194 -0.2 0.1 0.0 -0.16
C 3.28232 -2.19779 -2.28208 0.0 -0.1 -0.1 -0.24
H -0.58040 -3.20931 0.41701 0.0 -0.1 0.0 0.21
H 1.75661 -2.61455 -5.27895 0.0 0.0 -0.1 0.23
H 0.23823 -1.64448 0.33393 0.1 0.0 0.0 0.21
H 1.85709 1.91589 0.83613 0.1 0.0 -0.1 0.24
H -0.45211 -2.19093 1.85631 0.0 0.0 0.1 0.24
H 1.80666 0.94010 3.18227 -0.1 0.1 -0.1 0.22
H 3.00789 2.70043 1.93125 0.1 0.1 0.0 0.21
H 0.15828 -1.07141 -4.25229 -0.1 0.0 0.0 0.21
H -1.29026 -0.70893 -2.76458 0.1 0.0 0.1 0.40
H -2.74074 -2.05219 0.89334 0.0 0.1 -0.1 0.19
H -3.41797 0.51760 -3.07354 0.0 0.0 -0.1 0.21
H 1.48332 3.49489 1.52290 0.0 0.2 -0.1 0.20
H 0.75487 2.27567 4.96473 0.0 0.0 0.1 0.22
H 4.16690 -2.50863 -1.74851 0.1 0.0 0.0 0.23
H -2.06201 -1.58805 -0.67211 -0.1 0.0 0.2 0.20
H -4.08615 1.23026 -1.60524 0.0 0.0 0.0 0.24
H 2.54967 -0.94556 -0.70844 0.0 0.0 0.1 0.24
H 2.23331 3.07572 4.42040 0.1 0.1 0.1 0.21
H -1.72771 1.85272 -1.83666 -0.1 -0.2 0.2 0.23
H 0.65702 3.68186 3.89651 -0.1 0.1 0.0 0.20
H -2.61420 0.97093 2.45624 0.0 -0.2 0.0 0.24
H -3.70043 -0.48956 -1.64392 0.0 -0.1 0.0 0.21
H -0.57701 2.08519 1.91182 -0.1 -0.2 0.0 0.43
H -2.46241 -0.78907 2.73374 0.1 0.1 0.0 0.22
```
Forces are in eV/Å.

- F_max: 0.013 Eh/bohr
- Energy above the lowest of the compared OMol25 structures with the same formula, charge and spin: 4.7 kcal per mole
- Frontier orbital gap: 9.27 eV
- Calculated total energy: -98675.8264 eV
- SMILES string: CCN(CC(=O)NC(C)C)C(=O)[C@H](C)NC(=O)c1ccc(Br)cc1
- Net charge: 0